Formula: C3HCl2NOS
Source: OMol25
Level of theory: ωB97M-V/def2-TZVPD

Each line ends with the Mulliken charge.
Geometry (Å):
S (-0.277, -1.108, 4.324)  -0.286
C (0.794, -0.225, 3.638)  0.171
C (1.581, 0.324, 2.765)  0.391
Cl (3.251, -0.115, 2.780)  -0.155
Cl (1.321, 1.939, 2.306)  -0.131
N (-1.511, 0.541, -0.347)  -0.367
C (-2.063, 1.119, 0.535)  0.514
O (-2.725, 1.857, 1.141)  -0.416
H (-1.346, -0.350, -0.777)  0.278

Forces on the atoms, in the same order (eV/Å):
S 0.165 0.270 0.274
C -1.613 -1.619 0.076
C 1.699 1.146 0.557
Cl 0.231 -0.521 -0.293
Cl -0.517 0.730 -0.641
N 1.029 -0.522 -0.360
C -1.063 0.102 -1.459
O 0.171 0.233 1.297
H -0.103 0.181 0.548

The energy relative to the best compared isomer or geometry (same formula, charge and spin) is 35.9 kcal/mol. As for the HOMO energy: -0.323 Ha. Its SMILES is S=C=C(Cl)Cl.N=C=O. As for the molar mass: 170.02 g/mol. The total energy is -42542.5768 eV. The net charge is 0.

Formula: C39H44AsN5O4S2Ta
Source: OMol25
Level of theory: ωB97M-V/def2-TZVPD

Each line ends with the Mulliken charge.
Geometry (Å):
Ta (-0.701, -0.419, 0.054)  2.509
C (-4.194, 0.201, 0.400)  -0.894
C (-3.950, 0.251, -1.070)  -0.963
N (-2.590, 0.722, -1.353)  0.165
C (-2.425, 2.172, -1.314)  -0.845
C (-2.094, 2.645, 0.054)  0.576
C (-2.347, 3.948, 0.432)  -1.162
C (-2.010, 4.352, 1.712)  -0.718
C (-1.482, 3.415, 2.581)  -1.116
C (-1.265, 2.126, 2.133)  1.095
C (-0.693, 1.105, 3.050)  -2.111
N (-0.854, -0.243, 2.516)  0.832
C (-1.968, -1.024, 3.066)  -0.626
C (-3.245, -0.531, 2.484)  -1.162
N (-3.173, -0.652, 1.019)  -0.071
N (-1.537, 1.741, 0.876)  0.645
H (-5.200, -0.178, 0.591)  0.603
H (-4.132, 1.195, 0.842)  0.406
H (-4.694, 0.890, -1.552)  0.474
H (-4.042, -0.749, -1.497)  0.412
H (-2.414, 0.465, -2.318)  -0.573
H (-3.317, 2.687, -1.681)  0.675
H (-1.608, 2.439, -1.989)  0.062
H (-2.799, 4.634, -0.272)  0.621
H (-2.174, 5.373, 2.031)  0.502
H (-1.235, 3.674, 3.603)  0.605
H (-1.146, 1.198, 4.041)  0.666
H (0.372, 1.312, 3.160)  0.519
H (-0.017, -0.764, 2.743)  -0.735
H (-1.993, -0.968, 4.157)  0.618
H (-1.800, -2.068, 2.791)  0.231
H (-3.388, 0.523, 2.729)  0.377
H (-4.093, -1.080, 2.897)  0.586
H (-3.392, -1.617, 0.774)  0.504
S (-1.593, -2.309, -1.069)  -0.510
C (-0.400, -2.729, -2.329)  1.223
C (-0.273, -4.063, -2.695)  -0.688
C (0.547, -4.397, -3.763)  -0.830
C (1.213, -3.407, -4.472)  -0.968
C (1.075, -2.073, -4.111)  -0.812
C (0.280, -1.728, -3.029)  0.240
As (0.023, 0.116, -2.493)  2.145
C (1.660, 1.090, -2.723)  0.950
C (2.882, 0.463, -2.934)  -1.091
C (4.031, 1.234, -3.054)  -0.844
C (3.962, 2.616, -2.944)  -0.745
C (2.743, 3.238, -2.708)  -0.923
C (1.590, 2.475, -2.593)  -0.820
C (-1.082, 0.618, -4.017)  1.303
C (-2.175, -0.202, -4.317)  -0.083
C (-2.892, 0.002, -5.485)  -0.977
C (-2.514, 1.014, -6.361)  -0.725
C (-1.424, 1.818, -6.065)  -0.775
C (-0.705, 1.631, -4.889)  -0.964
H (-0.815, -4.831, -2.158)  0.540
H (0.643, -5.434, -4.055)  0.464
H (1.834, -3.672, -5.318)  0.479
H (1.558, -1.299, -4.693)  0.598
H (2.946, -0.614, -3.008)  0.462
H (4.981, 0.752, -3.246)  0.509
H (4.860, 3.212, -3.041)  0.457
H (2.687, 4.315, -2.623)  0.505
H (0.640, 2.967, -2.416)  0.406
H (-2.439, -1.039, -3.676)  0.187
H (-3.730, -0.640, -5.725)  0.490
H (-3.058, 1.163, -7.284)  0.448
H (-1.120, 2.594, -6.756)  0.478
H (0.146, 2.262, -4.679)  0.401
C (-0.354, -3.654, 7.693)  -1.493
C (0.115, -3.483, 6.277)  0.836
C (-0.030, -4.521, 5.356)  -0.741
C (0.402, -4.390, 4.048)  -0.693
C (0.986, -3.192, 3.656)  -0.186
C (1.156, -2.134, 4.555)  -0.324
C (0.723, -2.294, 5.858)  -1.025
S (1.413, -2.988, 1.976)  1.512
O (0.423, -2.041, 1.403)  -0.295
O (1.499, -4.221, 1.267)  -0.733
N (2.845, -2.193, 2.105)  -0.295
C (3.600, -1.799, 0.887)  -1.053
C (3.336, -0.330, 0.540)  -0.670
C (1.911, -0.213, 0.158)  1.112
O (1.389, -1.050, -0.634)  -0.593
O (1.108, 0.640, 0.668)  -0.733
H (-1.380, -4.022, 7.720)  0.386
H (-0.296, -2.723, 8.251)  0.372
H (0.261, -4.394, 8.208)  0.359
H (-0.474, -5.456, 5.675)  0.477
H (0.304, -5.205, 3.341)  0.533
H (1.661, -1.225, 4.246)  0.559
H (0.882, -1.497, 6.574)  0.418
H (3.416, -2.716, 2.764)  0.435
H (3.331, -2.439, 0.046)  0.368
H (4.656, -1.944, 1.094)  0.613
H (3.958, -0.019, -0.303)  0.203
H (3.540, 0.322, 1.388)  0.413

Forces on the atoms, in the same order (eV/Å):
Ta -1.567 0.953 1.671
C -0.184 0.072 -0.063
C -0.232 -0.073 -0.232
N 0.654 -0.363 0.410
C -0.060 0.137 -0.233
C 0.013 0.100 0.099
C 0.000 0.030 -0.017
C -0.008 0.081 0.020
C 0.002 -0.001 0.020
C -0.054 0.177 -0.043
C 0.107 0.042 0.201
N 0.508 -0.003 -0.592
C 0.116 -0.243 0.279
C -0.166 0.071 0.089
N 0.704 -0.385 -0.150
N 0.572 -0.403 -0.257
H 0.027 -0.028 0.104
H 0.009 -0.012 0.039
H 0.042 0.007 -0.091
H -0.015 0.018 -0.031
H -0.090 -0.066 -0.039
H 0.000 -0.026 -0.052
H -0.024 0.015 -0.080
H -0.004 -0.018 0.009
H -0.025 -0.022 0.005
H -0.025 -0.007 -0.008
H -0.003 -0.018 0.017
H 0.028 -0.047 0.032
H 0.005 0.084 0.019
H 0.094 0.017 0.014
H 0.027 -0.016 0.045
H -0.060 0.000 -0.008
H -0.071 0.017 -0.085
H -0.025 -0.005 0.041
S 0.454 0.546 0.067
C 0.021 -0.031 -0.030
C 0.002 0.019 0.028
C -0.006 0.012 -0.010
C 0.012 -0.050 -0.015
C -0.058 0.039 0.024
C 0.032 -0.059 0.124
As 0.654 -0.512 -1.074
C -0.079 0.071 0.253
C 0.041 0.006 -0.045
C 0.012 0.007 -0.018
C -0.013 0.007 0.014
C -0.012 0.028 -0.012
C 0.086 -0.018 -0.004
C -0.088 0.072 0.194
C 0.012 -0.022 -0.158
C -0.008 0.016 0.030
C 0.034 0.002 0.002
C -0.005 0.041 -0.010
C -0.083 0.071 0.000
H 0.011 0.004 -0.006
H 0.027 0.011 0.009
H -0.030 0.004 -0.015
H 0.057 -0.025 -0.039
H 0.012 -0.015 0.004
H -0.001 0.004 0.008
H -0.005 -0.010 -0.013
H 0.017 -0.007 0.008
H -0.001 0.051 0.024
H 0.015 -0.030 -0.022
H 0.014 -0.002 0.004
H -0.013 0.000 0.021
H -0.008 -0.003 0.013
H 0.045 -0.012 -0.039
C 0.072 -0.031 -0.030
C -0.030 0.043 0.043
C -0.017 -0.053 0.038
C 0.040 -0.054 -0.111
C 0.033 0.128 0.013
C -0.014 -0.117 -0.051
C 0.015 -0.008 -0.023
S -0.112 -0.325 -0.200
O 0.007 0.012 -0.061
O -0.051 0.006 0.071
N -0.045 0.098 -0.110
C -0.100 -0.029 -0.008
C 0.027 -0.107 0.202
C 0.014 0.133 -0.228
O -0.661 0.191 0.186
O -0.693 -0.227 -0.263
H 0.003 0.021 -0.005
H -0.018 -0.006 0.000
H 0.008 0.011 -0.015
H -0.008 0.019 -0.012
H -0.003 0.017 0.031
H -0.009 -0.016 0.054
H -0.028 -0.002 -0.004
H 0.037 0.064 0.047
H 0.070 -0.046 -0.018
H 0.000 -0.018 0.058
H -0.024 -0.040 -0.022
H 0.042 0.036 -0.031

The energy relative to the best compared isomer or geometry (same formula, charge and spin) is 50.1 kcal/mol. As for the HOMO energy: -0.594 Ha. As for the molar mass: 966.82 g/mol. The total energy is -140838.1265 eV. The net charge is +3.

Formula: C21H42Mg2O29P2
Source: OMol25
Level of theory: ωB97M-V/def2-TZVPD

Each line ends with the Mulliken charge.
Geometry (Å):
Mg (-1.375, -1.430, 0.085)  1.593
Mg (1.202, 2.510, -1.486)  1.134
P (1.174, -0.917, -1.110)  0.324
O (0.021, -1.552, -1.781)  -0.630
O (0.954, -1.487, 0.331)  -0.869
O (0.187, 0.198, -0.724)  -0.527
O (2.153, 0.153, -1.693)  -0.720
P (0.260, 5.216, -3.211)  0.558
O (-0.186, 4.624, -1.852)  -0.747
O (0.957, 6.529, -3.557)  -0.706
O (-0.695, 5.041, -4.427)  -0.713
O (1.499, 4.367, -3.313)  -0.561
C (1.656, -1.902, 5.736)  -0.693
O (2.252, -0.791, 6.313)  -0.278
C (1.648, -0.020, 7.311)  0.724
O (0.685, -0.382, 7.953)  -0.549
O (2.524, 0.993, 7.684)  -0.276
C (2.114, 1.919, 8.710)  -0.707
H (1.200, -2.503, 6.523)  0.325
H (2.391, -2.526, 5.228)  0.243
H (0.985, -1.770, 4.887)  0.313
H (3.014, 2.515, 8.858)  0.273
H (2.000, 1.475, 9.699)  0.317
H (1.345, 2.660, 8.492)  0.305
C (-2.726, -8.058, 1.324)  -0.644
O (-2.801, -6.687, 1.392)  -0.242
C (-1.796, -5.883, 0.854)  0.608
O (-1.999, -4.661, 0.689)  -0.382
O (-0.634, -6.479, 0.485)  -0.336
C (0.177, -5.806, -0.332)  -0.578
H (-3.709, -8.504, 1.476)  0.233
H (-2.186, -8.512, 2.154)  0.269
H (-2.278, -8.323, 0.366)  0.307
H (0.716, -5.130, 0.332)  0.299
H (-0.351, -5.507, -1.238)  0.315
H (0.958, -6.476, -0.691)  0.229
C (5.610, 1.637, 1.453)  -0.643
O (4.838, 2.181, 2.488)  -0.352
C (3.622, 2.690, 2.385)  0.785
O (3.020, 2.983, 1.371)  -0.564
O (3.262, 2.945, 3.673)  -0.296
C (2.045, 3.555, 3.944)  -0.667
H (5.229, 0.643, 1.221)  0.320
H (6.639, 1.448, 1.759)  0.220
H (5.643, 2.270, 0.566)  0.311
H (2.105, 4.165, 4.845)  0.265
H (1.273, 2.838, 4.225)  0.235
H (1.688, 4.229, 3.165)  0.355
C (-4.224, -3.172, -2.724)  -0.474
O (-5.332, -2.226, -2.414)  -0.391
C (-5.235, -1.079, -1.684)  0.642
O (-4.231, -0.770, -1.029)  -0.467
O (-6.432, -0.594, -1.714)  -0.295
C (-6.664, 0.707, -1.143)  -0.648
H (-3.381, -2.535, -2.991)  0.291
H (-4.523, -3.809, -3.556)  0.204
H (-4.172, -3.783, -1.822)  0.243
H (-7.508, 1.111, -1.702)  0.216
H (-5.775, 1.301, -1.356)  0.341
H (-6.801, 0.625, -0.065)  0.269
C (-0.464, -0.556, -6.061)  -0.608
O (-1.858, -0.986, -6.115)  -0.319
C (-2.778, -0.004, -6.298)  0.806
O (-2.668, 1.227, -6.251)  -0.550
O (-3.938, -0.585, -6.434)  -0.338
C (-5.059, 0.201, -6.665)  -0.718
H (0.136, -1.464, -6.117)  0.205
H (-0.460, -0.116, -5.064)  0.334
H (-0.086, 0.177, -6.773)  0.291
H (-5.135, 1.047, -5.981)  0.331
H (-6.011, -0.309, -6.521)  0.243
H (-5.098, 0.549, -7.697)  0.312
C (-2.900, 2.368, 2.344)  -0.483
O (-3.440, 1.765, 3.416)  -0.290
C (-3.365, 0.469, 3.575)  0.601
O (-2.667, -0.232, 2.870)  -0.484
O (-3.975, 0.110, 4.764)  -0.334
C (-3.634, -1.121, 5.454)  -0.519
H (-3.358, 3.330, 2.113)  0.272
H (-3.063, 1.862, 1.392)  0.194
H (-1.816, 2.316, 2.449)  0.238
H (-4.176, -1.312, 6.380)  0.233
H (-2.548, -1.126, 5.540)  0.200
H (-3.910, -1.959, 4.814)  0.273
C (8.206, 3.766, -2.591)  -0.732
O (7.539, 2.808, -3.306)  -0.338
C (6.524, 2.992, -4.114)  0.852
O (5.969, 4.071, -4.232)  -0.573
O (6.380, 1.870, -4.809)  -0.325
C (5.262, 1.707, -5.625)  -0.609
H (9.015, 4.071, -3.256)  0.319
H (8.692, 3.372, -1.698)  0.235
H (7.697, 4.714, -2.419)  0.343
H (4.771, 2.636, -5.915)  0.378
H (4.615, 1.021, -5.077)  0.242
H (5.568, 1.068, -6.453)  0.206

Forces on the atoms, in the same order (eV/Å):
Mg 3.844 1.473 -1.827
Mg -1.402 0.237 -1.657
P -2.834 4.904 3.302
O -1.791 -6.373 -5.466
O 3.212 -3.552 1.991
O -4.739 8.843 2.450
O 2.560 -2.461 -0.710
P -1.060 -0.297 -3.066
O -1.665 0.164 2.135
O -0.408 2.070 1.688
O -0.598 -0.417 1.631
O 4.678 -4.703 -0.217
C -0.872 -1.856 -0.126
O 0.439 3.490 1.091
C 1.178 -2.076 0.963
O 0.579 1.026 -1.112
O -1.714 -0.901 -1.133
C 1.400 0.293 0.528
H -0.310 -0.081 -0.163
H 0.736 0.288 0.563
H -0.535 0.981 0.405
H 0.129 0.080 -0.291
H -0.642 -0.525 -0.306
H -0.408 -0.698 -0.487
C 0.508 -1.771 -0.066
O 1.487 2.799 -0.336
C -0.732 3.089 -0.676
O 0.352 -3.867 0.700
O -4.846 -3.391 3.086
C 2.970 1.398 -1.654
H -0.316 0.463 -0.583
H 0.688 0.253 -0.029
H -0.134 -0.560 0.135
H -0.121 1.242 -1.081
H 0.208 1.075 0.332
H -0.101 -0.461 0.131
C -0.202 -0.733 -1.277
O 0.664 -0.028 1.388
C -0.431 0.987 -0.964
O 0.507 -0.594 1.372
O 0.757 -0.474 -0.562
C -1.532 0.820 0.444
H -0.270 0.127 -0.411
H -0.131 0.525 0.644
H -0.289 -0.039 -0.015
H 0.725 0.079 0.054
H -0.034 -0.363 -0.562
H 0.083 -0.344 -0.307
C -0.989 1.741 1.110
O -0.157 -0.227 -0.909
C 3.371 -3.165 0.812
O -2.040 0.255 -1.256
O -1.322 1.290 0.136
C 0.889 -0.041 -0.449
H 0.407 -0.604 0.301
H -0.299 0.446 -0.013
H 0.852 0.044 -0.119
H -0.042 -0.056 0.427
H -0.109 0.238 0.210
H -0.235 0.063 -0.137
C -0.405 0.134 1.636
O -0.387 1.120 -1.673
C 1.352 2.999 1.038
O 0.688 -3.008 -0.450
O -1.308 -2.343 -0.125
C -1.286 1.408 -0.156
H -0.227 0.078 0.159
H 1.056 0.053 -0.043
H -0.812 -0.023 -0.317
H 0.485 0.191 -0.144
H 0.465 -0.930 0.179
H 0.325 0.262 -0.013
C 1.782 0.463 -3.572
O -3.202 -0.519 3.142
C 1.963 -1.331 0.945
O -1.053 -0.364 0.571
O -0.427 0.777 -0.380
C 0.662 -0.352 -2.099
H 0.395 0.248 0.938
H -0.208 -0.678 0.065
H 0.126 0.852 -0.128
H 0.045 1.095 -0.008
H -0.085 -0.200 0.504
H 0.129 -0.081 -0.182
C 1.360 2.107 -0.627
O 0.259 -2.889 0.893
C -0.552 2.762 -0.646
O 0.134 -1.642 -0.248
O 1.020 0.424 0.735
C -1.163 -1.215 -0.264
H 0.527 0.190 0.090
H -0.579 -0.270 0.027
H -0.688 -0.396 0.309
H 0.102 -0.125 0.090
H -0.655 0.513 0.100
H 0.251 0.566 -0.410

The energy relative to the best compared isomer or geometry (same formula, charge and spin) is 0.0 kcal/mol. As for the HOMO energy: 0.041 Ha. As for the molar mass: 869.10 g/mol. The total energy is -111297.0925 eV. The net charge is -2.